Entry from OMol25: 2 unconnected molecules or ions with the total composition C7H17NO (ωB97M-V with the def2-TZVPD basis set).

Positions of all 26 atoms, in Å:
C 2.86142 0.27631 0.47340
C 1.50910 0.35513 -0.24375
C 0.44698 -0.05759 0.78198
C -0.75271 -0.64574 0.00224
C -0.81626 -1.99276 -0.06789
C -1.81752 0.25309 -0.63244
C -1.37594 1.50641 -1.33986
N 1.74168 -0.44927 -1.63999
H 3.51741 1.03295 0.20133
H 2.72411 0.38489 1.44139
H 3.37115 -0.59222 0.42398
H 1.33788 1.42535 -0.67454
H 0.89268 -0.88308 1.36687
H 0.10461 0.75937 1.61038
H -1.56581 -2.48396 -0.64527
H -0.15251 -2.73800 0.33728
H -2.45006 -0.41400 -1.34699
H -2.58243 0.52649 0.26907
H -0.49675 1.83749 -0.82767
H -1.32421 1.14258 -2.36614
H -1.98078 2.35350 -1.14625
H 1.44123 -0.03237 -2.46213
H 1.62790 -1.43523 -1.43599
H -2.65174 0.36741 2.16580
H -1.78326 -0.40407 3.30250
O -1.82613 -0.09268 2.45269

Calculated values
- M (g/mol) = 131.219
- total energy (eV) = -11060.5485
- ΔE to the lowest compared entry with this formula, charge and spin (kJ/mol) = 295.9
- spin multiplicity = 2
- E_HOMO (spin up / spin down) (Eh) = -0.516 / -0.478
- LUMO energy (spin up / spin down) (eV) = -2.7697 / -8.1161
- charge = +1